Formula: C47H70ClF8NO19P
Source: the Open Molecules 2025 dataset
Level of theory: wB97M-V/def2-TZVPD

HOMO-LUMO gap in eV: 8.28
Highest occupied orbital energy in eV: -6.76
Electronic energy in Ha: -4917.69707
Charge: -1

The geometry in XYZ format:
```
147
Properties=species:S:1:pos:R:3:forces:R:3:lowdin_charge:R:1
C -1.62819 1.18584 -3.29357 -0.14 -1.02 -0.52 -0.093
C -1.93478 0.32053 -2.06221 -0.26 0.70 0.09 -0.181
C -0.86798 -0.69205 -1.66792 -1.57 -0.15 0.04 -0.114
N 0.22552 -0.14255 -0.84480 1.67 0.66 -0.56 -0.269
C 0.99078 0.93089 -1.49343 -0.71 0.74 -1.20 0.028
C 1.24215 -1.17490 -0.50974 -1.45 -2.34 1.30 -0.090
C 1.70996 -0.87963 0.91691 1.13 -0.07 -0.15 -0.120
C 0.95874 0.36472 1.33781 -0.29 0.55 -0.24 -0.127
C -0.28667 0.31679 0.45658 0.23 -0.37 1.52 -0.086
H -2.52483 1.63111 -3.72569 -0.05 0.29 0.51 0.059
H -1.31589 0.54393 -4.13121 0.39 0.07 0.35 0.076
H -0.86964 1.93276 -3.08535 -0.09 0.23 -0.25 0.047
H -2.86426 -0.23496 -2.19734 0.19 -0.16 -0.19 0.106
H -2.18094 0.94735 -1.19226 0.08 -0.04 -0.21 0.103
H -0.50634 -1.23396 -2.53887 0.38 -0.03 0.11 0.140
H -1.35339 -1.37203 -0.96634 0.02 -0.40 -0.43 0.115
H 1.14938 0.60915 -2.52300 0.21 0.13 -0.03 0.114
H 1.93090 1.12799 -1.00229 0.13 -0.10 0.25 0.090
H 0.36772 1.82149 -1.50162 0.18 0.18 0.01 0.107
H 1.99847 -1.39711 -1.24838 0.04 0.67 -0.46 0.144
H 0.62365 -2.08058 -0.45173 0.40 -0.05 -0.16 0.111
H 2.78630 -0.71994 0.96123 -0.08 -0.05 -0.03 0.087
H 1.50980 -1.75276 1.53645 -0.21 0.16 0.17 0.102
H 1.51225 1.27979 1.09936 0.10 -0.14 0.20 0.105
H 0.72873 0.39764 2.39470 -0.20 -0.03 0.15 0.117
H -0.80267 1.26042 0.37795 -0.22 0.13 -0.12 0.128
H -0.93663 -0.47956 0.82390 -0.32 0.24 -0.06 0.150
P -1.18609 -4.84165 -1.91769 -1.23 0.33 2.52 0.218
F -1.38637 -5.17394 -0.29342 0.61 0.23 -0.81 -0.198
F 0.19400 -3.96570 -1.52264 -0.67 -0.37 -0.44 -0.216
F -0.28352 -6.17615 -2.05660 -0.14 0.63 -0.48 -0.157
F -1.05981 -4.40718 -3.44569 0.63 -0.45 -0.32 -0.137
F -2.54107 -5.65063 -2.19097 0.19 -0.49 -0.56 -0.148
F -2.11680 -3.50953 -1.68069 0.76 0.15 0.12 -0.182
Cl -4.87128 -0.61051 1.10118 0.62 -0.11 0.29 0.646
O -4.16731 -0.22291 2.33338 -0.19 0.00 -0.71 -0.399
O -5.74280 -1.71566 1.39857 -0.12 0.34 -0.09 -0.349
O -5.59766 0.53073 0.58370 0.02 -0.20 0.22 -0.378
O -3.89784 -1.03470 0.10098 0.06 0.22 0.30 -0.390
C 0.41218 5.82171 3.32671 1.02 -0.09 0.12 -0.071
O -0.85483 5.33455 3.66058 -1.16 -0.39 0.20 -0.005
C -1.25740 4.20956 3.00899 -1.12 2.14 3.19 -0.696
O -0.68191 3.70997 2.14370 3.00 -2.22 -3.64 0.153
O -2.38077 3.80064 3.52123 -0.78 0.75 0.81 0.032
C -2.93624 2.60157 3.01636 -0.46 -1.02 -0.16 -0.035
H 1.17332 5.05213 3.48136 -0.03 -0.05 -0.14 0.093
H 0.62927 6.62325 4.02797 -0.15 0.14 -0.09 0.093
H 0.48716 6.17782 2.30210 -0.16 0.03 -0.12 0.091
H -2.77777 2.42868 1.95543 0.17 0.29 -0.01 0.075
H -3.99889 2.65421 3.20242 -0.18 -0.02 0.04 0.102
H -2.53526 1.74976 3.55768 0.07 -0.09 0.06 0.096
C 1.15196 -4.91095 1.40611 -0.53 -1.72 -0.84 -0.022
O 2.02048 -5.06508 2.51961 0.11 -1.34 -2.13 0.040
C 1.95866 -4.23313 3.49158 0.85 -1.21 0.15 -0.705
O 1.24516 -3.31157 3.61136 -1.87 2.91 0.33 0.157
O 2.85798 -4.65307 4.34630 1.57 -0.92 0.52 0.023
C 3.15190 -3.83495 5.42646 -0.55 0.42 1.08 -0.053
H 1.47258 -4.19224 0.66108 -0.03 0.55 0.38 0.080
H 0.10372 -4.88115 1.67614 -0.06 0.78 0.23 0.084
H 1.20816 -5.87607 0.89139 0.20 0.15 0.01 0.103
H 4.19031 -3.94173 5.71330 0.22 -0.14 -0.18 0.095
H 2.52477 -4.15313 6.25886 0.03 0.24 0.26 0.108
H 2.92015 -2.80833 5.18462 0.02 0.25 0.09 0.051
C -3.54649 0.78281 -6.72444 -1.17 1.06 -0.65 -0.091
O -3.20358 -0.07341 -5.71332 -0.09 -2.21 1.86 -0.045
C -4.14474 -0.99541 -5.30856 0.05 0.01 0.08 -0.548
O -5.25344 -1.11093 -5.77372 0.72 0.24 0.08 0.125
O -3.59939 -1.70193 -4.32252 0.11 0.84 -0.23 0.005
C -4.31708 -2.75619 -3.67914 -0.15 -1.10 0.61 -0.021
H -4.48419 1.29386 -6.48729 -0.05 0.03 -0.13 0.102
H -3.68342 0.26448 -7.66720 0.15 0.00 -0.29 0.098
H -2.76187 1.52647 -6.75714 0.24 0.07 -0.32 0.076
H -3.83361 -3.69522 -3.95222 -0.21 0.05 -0.32 0.091
H -5.38762 -2.77838 -3.85501 0.03 0.28 -0.60 0.094
H -4.20110 -2.73355 -2.59464 0.33 0.71 -0.11 0.085
C -2.77815 -3.20001 2.89361 0.17 -1.22 0.16 -0.013
O -2.91002 -2.90126 4.30926 0.31 1.02 -0.17 -0.019
C -4.05232 -3.23730 4.94930 8.35 7.31 3.15 -0.690
O -4.81423 -3.93623 4.60628 -9.00 -8.37 -4.36 0.261
O -4.17661 -2.66326 6.17221 0.50 0.34 0.47 -0.002
C -3.36552 -1.58503 6.57090 0.86 0.89 0.03 -0.084
H -2.10657 -4.06119 2.80220 -0.01 0.17 0.10 0.085
H -2.35808 -2.38034 2.32640 -0.01 0.49 0.46 0.071
H -3.70146 -3.49146 2.40990 -0.45 0.18 0.29 0.091
H -3.53547 -1.41259 7.63481 -0.25 -0.13 -0.09 0.084
H -3.60510 -0.65978 6.02656 -0.13 -0.29 0.03 0.094
H -2.28073 -1.73679 6.45379 -0.38 -0.36 -0.16 0.089
C -0.17197 3.39797 -6.19286 -0.99 0.84 -1.16 -0.054
O 0.78124 2.51490 -5.68223 -0.11 -0.22 0.15 0.013
C 2.00511 2.95537 -5.42699 -0.22 -1.21 0.08 -0.609
O 2.46289 4.03479 -5.61873 0.33 0.94 -0.09 0.155
O 2.63370 1.89356 -4.91256 -1.20 -0.37 -0.56 -0.008
C 3.93242 2.02306 -4.49849 1.86 0.64 1.64 -0.087
H 0.00645 4.45191 -5.98706 0.27 -0.10 0.42 0.096
H -1.14691 3.10290 -5.81898 0.03 -0.06 0.37 0.073
H -0.26053 3.33660 -7.28723 0.37 -0.25 0.15 0.102
H 4.67347 2.26420 -5.26038 -0.29 -0.09 -0.35 0.100
H 4.19821 1.08962 -4.00612 0.03 -0.15 -0.26 0.095
H 4.03016 2.79573 -3.71674 -0.10 -0.02 -0.28 0.100
F 0.99214 -1.09195 -4.96383 0.73 -0.55 -0.03 0.021
C 1.79103 -2.19181 -5.22264 -0.69 1.56 -0.11 -0.252
C 2.64004 -2.14290 -6.30410 0.06 -0.08 -0.65 -0.022
C 3.36786 -3.28723 -6.62408 -0.05 0.91 -0.11 -0.097
C 3.23136 -4.39619 -5.83658 0.36 -1.06 -0.24 -0.110
C 2.36334 -4.39844 -4.76665 0.68 -0.80 0.54 -0.070
C 1.67802 -3.27189 -4.39797 -0.16 -0.19 0.42 -0.014
H 2.72140 -1.27405 -6.94702 -0.22 0.09 0.25 0.114
H 4.02152 -3.26672 -7.48538 0.08 -0.07 0.03 0.101
H 3.81526 -5.29066 -6.03610 -0.14 0.08 -0.10 0.103
H 2.30667 -5.29864 -4.16817 -0.18 0.08 0.13 0.116
H 1.12790 -3.26525 -3.47435 -0.49 0.11 -0.05 0.087
F 5.01004 -0.38504 0.80018 0.04 -0.81 -0.40 0.070
C 4.77410 0.81154 1.33281 -0.21 0.57 -1.52 -0.341
C 4.76957 0.95387 2.66396 0.82 0.86 2.47 -0.016
C 4.70901 2.25467 3.17744 -0.22 -0.33 -0.33 -0.054
C 4.57084 3.34200 2.31900 -0.71 0.21 2.29 -0.107
C 4.40076 3.15541 0.98589 -0.51 -0.48 -1.06 -0.088
C 4.50335 1.86832 0.47730 0.13 -0.18 -0.68 -0.019
H 4.95803 0.14304 3.35784 -0.19 -0.18 -0.27 0.119
H 4.69631 2.37983 4.25177 0.11 0.12 0.00 0.106
H 4.34991 4.30180 2.78146 0.39 0.03 -0.24 0.105
H 4.05121 3.99253 0.39958 0.30 -0.05 -0.39 0.110
H 4.37963 1.61994 -0.57594 0.10 0.26 0.12 0.113
C -1.61447 5.06972 -2.26685 0.82 0.83 0.74 -0.110
C -2.63374 4.21374 -2.55656 -1.37 -0.58 -0.59 -0.128
C -3.54906 3.81715 -1.57898 0.87 -0.96 1.11 -0.057
C -3.31447 4.16897 -0.23286 -0.36 0.09 -1.00 -0.065
C -2.28188 5.04071 0.05217 0.65 0.15 0.48 -0.093
C -1.43943 5.49324 -0.95255 -0.24 0.41 -0.34 -0.088
H -0.91281 5.44584 -3.00249 -0.16 -0.18 -0.22 0.098
H -2.76434 3.84747 -3.56961 -0.01 0.07 0.07 0.088
H -4.25571 3.00533 -1.76043 -0.12 0.51 -0.23 0.114
H -3.93503 3.77568 0.56363 -0.06 -0.01 -0.17 0.102
H -2.02866 5.29175 1.08256 -0.44 0.22 -0.45 0.090
H -0.69544 6.25966 -0.76946 0.17 -0.23 0.29 0.098
C 2.92780 0.96626 8.15369 0.51 -0.32 1.16 -0.116
C 3.86487 0.12660 7.57701 0.66 0.13 -0.79 -0.081
C 3.61477 -0.44202 6.31386 0.91 -0.08 1.65 -0.116
C 2.42099 -0.21154 5.70384 -1.22 0.27 -1.11 -0.106
C 1.51866 0.70588 6.24311 0.10 -0.53 0.48 -0.065
C 1.75772 1.22250 7.51533 -1.32 0.56 -1.51 -0.107
H 2.99291 1.39841 9.14856 0.66 -0.19 -0.07 0.104
H 4.84599 -0.03660 8.01535 -0.26 -0.04 0.22 0.099
H 4.35540 -1.11763 5.90397 -0.07 0.00 -0.11 0.095
H 2.14324 -0.76529 4.80287 0.16 0.36 0.06 0.098
H 0.60662 0.94007 5.72005 -0.19 -0.05 -0.05 0.099
H 1.01310 1.86895 7.96721 0.07 -0.02 0.00 0.105
```
Forces are in eV/Å.